Density functional theory data (wB97M-V/def2-TZVPD) for a cluster of 2 separate species, C20H37NOP in total at a distorted geometry.

Geometry as ORCA input:
```
! wB97M-V def2-TZVPD RIJCOSX def2/J DEFGRID3
* xyz 1 1
C -1.204 -3.380 1.220
C -2.660 -3.323 0.717
C -3.019 -1.927 0.177
C -3.933 -1.914 -1.045
C -3.288 -2.282 -2.397
C -1.923 -2.981 -2.346
C -1.126 -2.694 -3.656
P 0.626 -2.976 -3.374
C 1.385 -2.120 -1.988
C 1.775 -0.651 -2.250
C 2.163 0.039 -0.940
C 1.011 0.386 0.010
N 0.363 1.662 -0.348
C 0.754 2.776 0.522
C -1.060 1.523 -0.422
C -1.566 0.960 -1.725
O -1.824 1.839 0.479
H -0.950 -2.436 1.701
H -1.039 -4.199 1.913
H -0.506 -3.519 0.391
H -2.759 -4.049 -0.088
H -3.300 -3.601 1.547
H -3.464 -1.348 0.983
H -2.090 -1.400 -0.064
H -4.322 -0.900 -1.132
H -4.803 -2.535 -0.837
H -3.233 -1.394 -3.019
H -3.960 -2.957 -2.928
H -2.086 -4.053 -2.307
H -1.319 -2.650 -1.509
H -1.292 -1.679 -4.013
H -1.450 -3.363 -4.452
H 0.770 -4.344 -3.130
H 1.405 -2.723 -4.506
H 2.303 -2.677 -1.793
H 0.783 -2.200 -1.086
H 2.668 -0.650 -2.875
H 1.007 -0.077 -2.766
H 2.900 -0.569 -0.414
H 2.651 0.978 -1.196
H 1.406 0.435 1.022
H 0.255 -0.405 0.006
H 1.567 3.349 0.079
H 1.087 2.451 1.507
H -0.070 3.468 0.666
H -1.133 1.474 -2.579
H -2.645 1.065 -1.759
H -1.287 -0.092 -1.777
C 3.323 5.731 3.509
C 2.078 5.124 3.437
C 1.792 4.028 4.240
C 2.750 3.543 5.119
C 3.995 4.153 5.193
C 4.282 5.245 4.387
H 3.546 6.586 2.884
H 1.328 5.506 2.756
H 0.820 3.552 4.183
H 2.526 2.693 5.750
H 4.741 3.779 5.882
H 5.253 5.720 4.444
*
```

Calculated values
M, g/mol: 338.5
E_tot, Eh: -1255.3440
Frontier orbital gap, eV: 8.1


Density functional theory data (wB97M-V/def2-TZVPD) for a cluster of 10 separate species, C36H96B4F16N6O12 in total at a distorted geometry.

Geometry as ORCA input:
```
! wB97M-V def2-TZVPD RIJCOSX def2/J DEFGRID3
* xyz 1 2
C 15.381 -1.326 -7.492
O 16.602 -2.034 -7.732
C 16.457 -3.419 -7.922
C 17.723 -4.043 -7.308
N 18.977 -3.153 -7.346
H 18.760 -2.186 -7.152
H 19.678 -3.393 -6.659
C 19.581 -2.978 -8.753
C 20.357 -1.745 -8.729
O 19.793 -0.742 -7.959
C 18.804 0.144 -8.444
H 14.493 -1.926 -7.291
H 15.143 -0.765 -8.397
H 15.617 -0.695 -6.635
H 16.491 -3.798 -8.943
H 15.509 -3.803 -7.543
H 17.935 -5.014 -7.756
H 17.850 -4.206 -6.238
H 18.645 -2.949 -9.313
H 20.167 -3.862 -9.004
H 20.607 -1.378 -9.724
H 21.362 -1.914 -8.342
H 19.226 1.075 -8.820
H 18.041 0.413 -7.713
H 18.157 -0.231 -9.237
C 18.955 2.691 -11.274
O 17.650 2.042 -11.106
C 17.094 1.399 -12.223
C 16.012 2.262 -12.805
N 15.270 3.019 -11.700
H 15.959 3.739 -11.535
H 14.451 3.529 -11.997
C 14.761 2.381 -10.406
C 13.901 3.422 -9.627
O 12.984 4.028 -10.574
C 11.656 4.020 -10.094
H 19.035 3.441 -12.061
H 19.722 1.934 -11.436
H 19.089 3.366 -10.429
H 16.592 0.487 -11.898
H 17.946 1.044 -12.803
H 15.302 1.558 -13.241
H 16.260 2.959 -13.605
H 15.612 1.854 -9.975
H 14.131 1.535 -10.683
H 14.595 4.217 -9.356
H 13.589 2.856 -8.749
H 11.062 3.774 -10.974
H 11.471 5.060 -9.827
H 11.491 3.420 -9.198
C 21.730 1.574 -4.953
O 20.911 2.103 -3.866
C 19.879 2.926 -4.274
C 18.652 2.948 -3.332
N 17.964 1.582 -3.490
H 17.132 1.698 -2.928
H 17.700 1.565 -4.465
C 18.718 0.398 -3.012
C 17.723 -0.807 -2.977
O 16.895 -0.702 -4.122
C 16.090 -1.838 -4.170
H 22.165 2.366 -5.563
H 21.015 1.045 -5.583
H 22.495 0.907 -4.554
H 19.578 2.605 -5.272
H 20.396 3.883 -4.343
H 17.905 3.619 -3.755
H 18.818 3.351 -2.333
H 19.240 0.669 -2.094
H 19.451 0.305 -3.814
H 17.261 -0.760 -1.991
H 18.256 -1.757 -2.971
H 16.643 -2.767 -4.310
H 15.315 -1.735 -4.930
H 15.697 -1.870 -3.154
C 6.775 -1.743 -4.963
O 8.206 -1.829 -4.944
C 8.676 -1.711 -3.583
C 10.231 -1.420 -3.609
N 10.437 0.047 -4.166
H 9.723 0.681 -3.839
H 11.217 0.362 -3.607
C 10.665 0.041 -5.688
C 11.729 1.167 -6.057
O 12.962 0.838 -5.390
C 13.841 1.953 -5.385
H 6.293 -2.646 -4.588
H 6.443 -1.758 -6.001
H 6.412 -0.830 -4.491
H 8.343 -2.544 -2.964
H 8.132 -0.876 -3.141
H 10.959 -2.135 -3.992
H 10.547 -1.180 -2.594
H 9.692 0.252 -6.131
H 11.019 -0.914 -6.076
H 11.335 2.147 -5.787
H 11.884 1.222 -7.135
H 13.916 2.552 -6.293
H 14.825 1.530 -5.182
H 13.706 2.738 -4.641
C 8.476 -6.578 -0.464
O 7.648 -5.638 0.204
C 7.810 -4.249 -0.051
C 6.751 -3.353 0.627
N 5.332 -3.729 0.148
H 5.326 -3.677 -0.861
H 5.141 -4.667 0.469
C 4.258 -2.724 0.603
C 4.075 -1.469 -0.402
O 3.763 -2.149 -1.645
C 3.522 -1.254 -2.619
H 9.414 -6.629 0.088
H 8.725 -6.297 -1.487
H 7.934 -7.520 -0.542
H 7.724 -4.067 -1.122
H 8.805 -3.878 0.197
H 6.758 -2.315 0.293
H 6.645 -3.551 1.694
H 4.488 -2.395 1.616
H 3.317 -3.270 0.667
H 5.011 -0.913 -0.342
H 3.235 -0.902 -0.002
H 4.278 -0.470 -2.650
H 2.563 -0.743 -2.539
H 3.548 -1.806 -3.559
C 11.750 -2.192 -0.204
O 11.075 -0.907 -0.061
C 10.976 -0.311 1.207
C 10.043 0.988 1.074
N 10.746 2.249 0.556
H 11.046 2.108 -0.398
H 10.092 3.019 0.546
C 11.997 2.786 1.486
C 11.652 2.874 2.970
O 10.513 3.626 3.009
C 9.980 3.879 4.327
H 11.759 -2.538 -1.237
H 11.132 -2.873 0.380
H 12.797 -2.194 0.101
H 11.955 0.043 1.529
H 10.481 -1.044 1.845
H 9.576 1.359 1.986
H 9.170 0.836 0.440
H 12.474 3.589 0.925
H 12.734 2.001 1.319
H 12.457 3.545 3.271
H 11.603 1.997 3.614
H 10.773 4.434 4.828
H 9.811 3.039 5.001
H 9.205 4.645 4.304
B 5.640 -5.426 -3.335
F 6.600 -6.338 -2.890
F 5.630 -4.358 -2.550
F 5.821 -4.948 -4.635
F 4.477 -6.103 -3.250
B 9.966 2.898 -2.620
F 8.747 2.757 -3.301
F 10.328 1.659 -2.197
F 10.778 3.253 -3.621
F 9.999 3.764 -1.560
B 13.370 -4.123 -3.477
F 13.599 -4.314 -4.813
F 12.519 -5.074 -3.065
F 14.457 -4.248 -2.689
F 12.810 -2.987 -3.210
B 11.562 -1.422 -9.308
F 11.872 -0.267 -9.967
F 11.960 -2.412 -10.131
F 12.255 -1.630 -8.137
F 10.240 -1.598 -9.199
*
```

Calculated values
M, g/mol: 1152.4
E_tot, Eh: -4357.9446
Frontier orbital gap (spin up / spin down), eV: 2.8 / 8.4
<S²>: 0.7507


Among the records above, which one has the highest E_tot? C20H37NOP